1.
# C25H42BrF6N2O7P2S2

The ion C25H42BrF6N2O7P2S2 with charge +1 at a distorted geometry (wB97M-V/def2-TZVPD, the Open Molecules 2025 dataset).

XYZ file:
```
87
Properties=species:S:1:pos:R:3:mulliken_charge:R:1
Br 3.76 1.01 -1.68 0.082
S -1.84 -0.74 -3.97 1.328
S -0.99 3.13 -2.67 -0.293
P 0.18 1.57 -2.84 0.158
P -0.87 -3.60 -0.02 0.317
F 0.44 -5.51 -2.09 -0.235
F 0.14 -5.66 -4.19 -0.256
F 1.72 -4.42 -3.48 -0.244
F -1.75 -4.07 -2.94 -0.274
F -0.62 -3.44 -4.64 -0.319
F -0.87 -0.78 -5.22 -0.215
O -2.41 3.79 2.02 -0.284
O 0.21 -2.05 3.78 -0.479
O 0.80 -1.56 -0.31 -0.576
O -2.51 0.50 -3.96 -0.474
O 0.72 0.09 4.11 -0.339
O -2.79 -1.77 -4.15 -0.567
O -2.83 5.96 2.13 -0.505
N -0.92 -1.11 -2.51 0.813
N -2.13 -2.78 0.51 -0.748
C 2.38 -0.37 -1.89 -0.411
C 1.44 2.08 0.33 -0.481
C -3.28 3.01 1.19 -0.552
C -1.59 5.40 0.22 -0.521
C 0.34 -2.64 -1.08 -0.969
C 2.60 2.49 1.32 -1.310
C -1.24 0.57 -0.64 -1.829
C -3.52 0.55 0.43 -1.221
C -2.76 0.69 -0.95 -0.133
C 1.09 -0.31 -1.00 1.569
C -0.28 0.07 -1.75 0.114
C 0.48 -4.81 -3.22 0.576
C -0.04 -2.35 -2.56 -0.039
C 4.63 -1.72 -2.32 -1.631
C 2.22 2.27 2.82 -0.590
C 1.37 0.54 0.28 -2.719
C -0.07 -1.00 4.24 0.763
C -3.01 1.52 1.52 0.037
C 2.93 1.00 3.43 -1.094
C -1.42 -1.31 6.30 -0.682
C 1.99 -0.23 3.53 0.222
C -2.34 5.09 1.53 0.500
C -1.37 -0.94 5.03 -0.379
C -0.56 -3.60 -3.30 0.012
C 3.21 -1.73 -1.70 0.323
H -3.40 -0.48 0.82 0.178
H -2.17 -2.02 6.67 0.250
H 2.65 -2.46 -2.31 -0.204
H 1.13 2.24 2.91 0.364
H 0.84 -2.07 -3.18 0.497
H -0.72 4.72 0.12 0.056
H 3.20 -1.98 -0.63 0.294
H -2.31 -0.62 4.55 0.288
H 2.15 -0.38 -2.98 0.583
H 4.88 -2.78 -2.52 0.450
H -0.98 1.59 -0.31 0.137
H 0.18 1.25 -4.23 0.179
H -1.94 1.38 1.79 -0.360
H -1.67 -1.45 -1.86 0.994
H 3.29 1.26 4.44 0.385
H 5.41 -1.39 -1.63 0.444
H 1.63 2.65 -0.59 0.504
H -2.24 5.29 -0.66 0.226
H 1.90 -0.75 2.56 -0.216
H -4.34 3.20 1.40 0.431
H -1.16 -0.03 0.28 0.678
H 0.70 0.23 1.10 0.103
H 2.35 0.15 0.64 1.826
H 3.78 0.67 2.82 0.417
H 1.48 2.06 -2.59 0.247
H 0.53 2.49 0.81 -0.282
H -2.10 -1.85 0.11 0.175
H 1.21 -3.35 -1.16 0.563
H 3.50 1.90 1.10 0.421
H -4.61 0.67 0.27 0.600
H -0.10 -4.03 1.10 0.155
H -3.07 1.65 -1.37 0.425
H 4.69 -1.23 -3.30 0.356
H 2.88 3.54 1.09 0.460
H -1.34 -4.78 -0.63 0.143
H 2.60 3.13 3.40 0.444
H -3.19 -0.10 -1.60 0.284
H -3.10 3.19 0.12 0.178
H -0.69 -0.97 7.05 0.272
H 2.48 -0.95 4.21 0.605
H -3.59 1.28 2.44 0.632
H -1.21 6.43 0.31 0.373
```

The spin multiplicity is 1. The total charge is +1. As for the structure (SMILES): C=CC(=O)OCCCCCC[C@@]1([C@@H](Br)CC)O[C@@H]([PH2]=N)[C@@H](C(F)(F)C(F)(F)F)[N@H+](S(=O)(=O)F)[C@]1(CCCCCOC(C)=O)[PH2]=S. The HOMO energy is -11.172 eV. The calculation puts the orbital gap at 6.7 eV. Its energy is -170499.399 eV.

2.
# C17H17FN4O2

An isolated molecule of C17H17FN4O2 (wB97M-V/def2-TZVPD, the Open Molecules 2025 dataset).

XYZ file:
```
41
Properties=species:S:1:pos:R:3:nbo_charge:R:1
F 3.10 4.08 1.96 -0.325
O 1.05 -0.47 -1.79 -0.526
O 0.62 2.17 -1.61 -0.498
N -1.81 -3.83 2.25 -0.396
N -0.75 -3.05 0.25 -0.594
N -3.07 -3.62 0.48 -0.564
N -3.04 -4.26 2.62 -0.304
C 1.65 0.89 1.10 -0.174
C 2.87 2.92 1.31 0.397
C -1.84 -3.45 0.95 0.520
C -3.75 -4.11 1.53 0.150
C 0.46 3.56 -1.53 -0.250
C -0.40 1.36 -1.20 0.266
C -2.59 0.91 -0.34 -0.191
C 3.63 2.62 0.19 -0.288
C 2.06 -0.68 -0.81 -0.067
C 2.39 0.56 -0.03 -0.075
C -1.61 1.81 -0.71 -0.303
C -1.16 -0.92 -0.94 -0.085
C -0.16 -0.02 -1.29 0.292
C 3.38 1.43 -0.48 -0.154
C -2.38 -0.45 -0.46 -0.231
C -0.93 -2.41 -1.04 -0.249
C 1.89 2.07 1.78 -0.289
H -1.80 -2.89 -1.50 0.245
H -3.14 -1.16 -0.19 0.237
H 0.88 0.22 1.45 0.215
H 0.30 3.88 -0.49 0.179
H -4.79 -4.36 1.48 0.197
H -0.04 -2.61 -1.65 0.221
H -3.54 1.27 0.04 0.216
H 0.02 -2.71 0.81 0.382
H 3.94 1.19 -1.36 0.217
H 4.39 3.30 -0.15 0.231
H -1.04 -3.86 2.90 0.409
H -0.38 3.91 -2.15 0.178
H 2.93 -1.02 -1.39 0.203
H 1.39 3.99 -1.90 0.202
H 1.76 -1.48 -0.12 0.154
H -1.81 2.87 -0.62 0.222
H 1.32 2.34 2.65 0.232
```

The spin multiplicity is 1. The total charge is 0. As for the structure (SMILES): COc1cccc(CNc2ncn[nH]2)c1OCc1ccc(F)cc1. The HOMO energy is -8.477 eV. The energy relative to the best compared isomer or geometry (same formula, charge and spin) comes out at 5.17 kcal/mol. The calculation puts the orbital gap at 9.0 eV. Its energy is -30677.067 eV.